Record 1
Below is the molecule C3H5N3 in a non-equilibrium geometry, with properties calculated with ωB97M-V/def2-TZVPD.

The calculation puts the total energy at -7659.717 eV. The calculation puts the HOMO energy at -9.594 eV. Its SMILES is C/N=C/NC#N.

Geometry (Å):
H -2.4311 0.8625 -1.0675
C -1.8104 1.0970 -0.1279
H -2.4908 1.1316 0.6914
N -0.9547 -0.0801 0.1297
C 2.2598 -1.2898 -0.4110
N 1.2404 -1.2958 0.4233
N 3.3065 -1.2416 -0.9172
H -1.0492 1.9595 -0.1884
C 0.2709 0.1140 0.3355
H 0.9453 0.8372 0.5951
H 0.7132 -2.0944 0.5371

Results of the natural (NBO) charge analysis, in e, for atoms 1 through 6: 0.23, -0.43, 0.22, -0.40, 0.39, -0.69

=====

Record 2
Below is a structure of composition C51H51F5N6O2S2SeSn in a non-equilibrium geometry, with properties calculated with ωB97M-V/def2-TZVPD.

The calculation puts the total energy at -173171.682 eV. The calculation puts the HOMO energy at -12.547 eV. The net charge is +2.

Geometry (Å):
C -13.4349 11.6577 13.5408
C -20.0061 18.1711 9.0143
C -18.3231 16.5427 8.5244
C -15.3243 9.0255 3.7614
C -18.5489 13.6535 2.8602
H -13.4965 14.3666 13.1546
C -19.1694 13.2822 1.6939
H -15.2116 11.8116 3.5005
H -11.8856 13.8968 12.7074
H -18.1350 16.1060 10.9625
H -13.3319 6.8302 6.7853
C -14.6095 7.3979 8.5265
C -12.5927 11.7730 11.1153
H -13.8940 10.6738 13.4810
H -11.6458 11.3298 11.4005
H -15.5853 8.0693 4.1406
H -14.7541 11.0119 10.1293
H -16.4839 11.0573 2.5529
C -16.9260 16.0529 8.4599
H -19.7302 13.9738 12.0046
N -19.2896 15.7048 8.2006
C -15.9017 16.9081 8.8205
N -20.5352 14.7466 3.5359
H -14.2376 9.1642 3.7724
F -11.4894 11.8030 1.6261
H -15.8084 7.1894 10.3464
C -17.7641 16.1812 11.9465
H -17.7260 9.0738 3.5369
H -13.6127 5.5663 8.0264
H -16.7493 16.5540 11.9048
H -13.3117 14.8413 8.3716
H -19.9566 14.9918 13.4778
C -13.4407 7.9409 9.3734
C -15.8063 13.3800 12.4686
C -15.2400 8.6396 7.8822
H -15.6062 9.0678 2.7441
H -16.8415 12.1623 3.9329
C -12.0053 9.4689 4.8084
H -12.6456 8.3973 8.6911
H -18.6245 12.7500 0.9674
C -11.2114 8.9869 3.7957
H -22.0059 17.5279 8.9281
H -16.6215 6.5671 8.8770
O -18.2607 13.8144 10.1119
C -15.4808 14.4010 7.9752
N -17.0747 11.7760 8.9712
H -17.8837 15.7637 14.7592
H -20.3384 19.2173 9.2438
C -17.5644 18.6953 9.1404
H -17.6597 8.6754 5.2048
C -16.5080 10.7367 8.2024
C -14.0700 6.4250 7.5216
H -15.3434 13.7400 13.4162
C -15.4032 11.7272 10.6757
C -11.6160 11.0373 2.6511
C -20.9891 17.2281 8.8133
F -12.9292 12.6636 3.5562
C -12.6276 10.6990 4.8258
C -20.4563 13.7127 1.4318
C -12.3682 11.4847 3.7140
H -16.2806 9.4438 9.7380
H -17.1991 14.1994 14.7409
S -16.1411 20.5333 9.6373
H -21.0164 15.2255 4.2637
H -20.9625 13.4998 0.4688
C -16.0406 9.5727 8.6759
C -17.3609 13.3040 10.7413
H -22.1536 14.6504 2.2889
C -16.1106 10.1080 4.4867
H -14.0022 12.2430 14.2802
C -16.9788 13.8536 12.0191
H -12.3422 12.3688 10.2510
H -15.2451 5.6637 9.6632
C -21.1209 14.3889 2.4163
C -19.2333 14.5245 3.7709
S -18.5570 15.2689 5.1265
C -14.3650 15.1704 8.3582
H -12.4263 11.5435 13.9373
H -19.0825 13.3962 13.4497
H -16.2821 15.6083 14.0959
C -14.6213 16.4452 8.7653
F -10.2889 9.4081 1.6780
H -14.5175 8.2856 5.9981
H -17.4999 13.6054 2.9319
C -14.9097 12.4872 11.6834
H -14.8620 6.0575 6.9102
C -16.2097 18.2561 9.1220
N -15.3117 19.2159 9.3860
C -12.9628 13.8907 12.3394
Se -13.8378 11.3833 6.1222
C -17.8452 14.9176 12.7592
C -13.4558 12.4284 12.1728
C -16.6280 12.1427 10.0818
H -21.3148 15.1599 8.2443
N -17.6397 20.0035 9.3996
C -16.1750 11.3579 3.5968
C -11.0642 9.7832 2.6473
O -16.8759 12.1917 6.3520
C -15.6544 6.6386 9.4219
C -20.6120 15.9718 8.3892
Sn -18.5258 13.4378 7.4447
H -12.9829 14.4963 11.4284
H -18.2849 10.2748 4.8073
H -15.2948 13.3974 7.5207
F -12.2402 8.5534 5.7874
C -15.0774 8.9882 6.5603
C -19.2505 14.2878 12.8673
H -18.4380 16.9216 12.3864
N -16.7309 14.8169 7.9998
C -17.5684 9.5004 4.5360
H -13.7236 8.6231 10.1512
C -17.2800 15.1193 14.1417
F -10.6028 7.8299 3.9017
H -12.9834 7.1220 9.8399
C -18.6583 17.8147 8.9386
H -12.9461 10.8217 10.7758
C -15.5112 10.2907 5.9043
C -16.3731 11.1462 6.7894
H -13.7734 17.1623 8.9720

Results of the Löwdin charge analysis, in e, for atoms 1 through 6: 0.00, 0.05, -0.20, -0.04, -0.06, 0.07

=====

Record 3
Below is the molecule C30H40N4O2, with properties calculated with ωB97M-V/def2-TZVPD.

The calculation puts the total energy at -41816.734 eV. The calculation puts the HOMO energy at -7.891 eV. Its SMILES is O=C(CCC1CCCCC1)NCCN1C2=NC[C@H](Cc3ccccc3)N2C[C@H]1Cc1ccc(O)cc1.

Geometry (Å):
H -1.3363 -4.3765 1.1375
C 1.3027 -1.3454 4.8813
H -0.8557 0.6883 -2.8754
O 2.9043 1.6745 6.1007
C -0.7612 1.1468 -5.5588
H 3.0035 2.8131 -0.4615
H 2.0373 0.5410 -0.6763
H -1.1556 2.2531 -1.2427
C -0.3930 1.2149 1.7754
C 1.0726 0.9402 -0.3520
H -3.8024 2.3470 -4.4525
H 2.8990 -1.5877 1.3351
C -2.1524 1.7527 -5.7105
C -0.1201 -0.9156 2.1125
H -0.3073 1.0021 -6.5416
H 2.8137 5.1652 -1.1500
H -0.2765 1.8707 2.6439
C 2.0096 -3.1352 3.2651
N -2.3754 -2.6900 0.6420
C 2.7313 0.5028 5.4276
C -2.8711 0.5973 -3.6009
H 1.7935 1.4621 1.6166
C -0.8401 -0.1870 -4.8227
C 3.7300 -0.0507 4.6379
H 0.6388 6.0651 -1.8946
N 1.1245 -0.5156 1.6769
C 1.5147 -0.1595 5.5526
C -1.5969 -2.4524 -0.4425
N -1.0319 -0.0235 2.1961
H -1.7466 -0.3711 -0.7802
C -1.9887 -3.6577 1.6385
H -2.8777 -4.1730 2.0119
C -1.5076 -1.3523 -2.7038
H -1.9099 -2.2815 3.3080
H 0.7494 0.2736 6.1765
C 1.9420 4.5270 -1.1700
C 1.0029 0.8362 1.1843
H -3.5059 -0.0954 -4.1591
H -2.7715 1.0913 -6.3214
H 2.9431 -3.6045 2.9511
C 1.1823 -2.7999 2.0024
H 0.1612 -0.6091 -4.7132
H 1.6322 -1.8353 0.0994
C 0.9404 2.3637 -0.8025
H -1.0269 1.7312 1.0516
C -0.2789 2.8848 -1.2183
H -1.3431 4.5954 -1.9330
H -2.0883 -2.0743 -3.2825
C -1.2427 -2.9893 2.8085
H -3.1680 -1.2760 -1.2978
C -0.3875 4.2078 -1.6098
C 3.5035 -1.2378 3.9657
H -0.4885 -1.7412 -2.6358
N -0.1094 -2.2414 2.3609
H 1.4491 -3.8558 3.8643
H 4.6854 0.4509 4.5472
C -2.0773 -1.2826 -1.2868
H -3.3275 0.7538 -2.6214
C 2.2863 -1.8963 4.0663
H -2.2048 2.6367 -3.7554
O -0.6331 -3.1368 -0.7223
H -0.9293 -3.7586 3.5217
H 0.2845 0.3218 -0.7824
H -3.0037 -1.9613 0.9448
H 3.7874 2.0221 5.9279
H -1.4359 -0.8907 -5.4091
H 0.3545 -1.8486 4.9927
H -2.0873 2.7163 -6.2203
C 1.8232 -1.6689 1.1691
H 4.2948 -1.6569 3.3597
C -2.7985 1.9306 -4.3410
H 1.0511 -3.7046 1.3999
C 0.7226 5.0332 -1.5874
H -0.1268 1.8348 -4.9941
C -1.4776 -0.0125 -3.4427
C 2.0478 3.2044 -0.7814

Results of the natural (NBO) charge analysis, in e, for atoms 1 through 6: 0.23, -0.21, 0.20, -0.67, -0.40, 0.21

=====

Record 4
Below is a cluster of 2 separate species, H4N2O3S in total in a non-equilibrium geometry, with properties calculated with ωB97M-V/def2-TZVPD.

The calculation puts the total energy at -20018.963 eV. The calculation puts the HOMO energy at -9.036 eV.

Geometry (Å):
S 0.7851 0.8745 -0.5443
N -2.5378 -2.5262 -0.5119
O -2.9204 -2.6147 -1.6510
H -0.0239 2.0273 1.3445
O 2.3147 0.2960 -0.6004
O -0.1660 -0.1619 -0.3979
H 1.5688 2.1905 1.3557
N 0.8127 1.5808 1.0631
H -2.3912 -1.4447 -0.1663
H 2.5580 -0.2216 0.1085

Results of the natural (NBO) charge analysis, in e, for atoms 1 through 6: 1.67, 0.00, -0.25, 0.39, -0.89, -0.95

=====

Record 5
Below is the ion C6H11N4 with charge +1 in a non-equilibrium geometry, with properties calculated with ωB97M-V/def2-TZVPD.

The calculation puts the total energy at -12353.217 eV. The calculation puts the HOMO energy at -13.201 eV. Its SMILES is Cc1cc(C)n(C(N)=[NH2+])n1. The net charge is +1.

Geometry (Å):
H -0.2431 3.3132 -0.9446
H -3.4917 -1.0944 -0.8423
C -0.3370 1.1897 -0.3339
N -0.5173 -1.0381 0.3627
H -3.4801 -1.4997 0.8700
C -1.6313 0.7410 -0.3912
C -2.9092 -1.4469 -0.0893
H -2.6129 -2.5345 -0.2824
H -2.4780 1.4571 -0.7005
C 1.8036 -0.5801 0.4050
H 2.5801 -2.2168 1.5378
H 3.7178 0.0139 0.7090
N 1.8052 -1.6906 1.0938
H 0.9393 2.3278 -1.6749
C 0.3777 2.3876 -0.7126
H 2.7545 0.9225 -0.3930
N 2.9080 0.1208 0.1454
C -1.7018 -0.6397 0.0091
H 1.1585 2.4128 -0.0612
H 0.9018 -2.0958 1.1802
N 0.4560 -0.0498 0.1128

Results of the natural (NBO) charge analysis, in e, for atoms 1 through 6: 0.28, 0.24, 0.23, -0.31, 0.26, -0.29

=====

Record 6
Below is the molecule C19H23N5O3S in a non-equilibrium geometry, with properties calculated with ωB97M-V/def2-TZVPD.

The calculation puts the total energy at -44503.785 eV. The calculation puts the HOMO energy at -8.865 eV. Its SMILES is Cc1cc(NC(=O)Cn2nnc3sc4c(c3c2=O)CC[C@H](C(C)(C)C)C4)no1.

Geometry (Å):
C 2.3406 -1.8802 -0.4786
C 3.3540 0.0236 -1.7179
O -1.3314 0.2727 1.3456
H 4.7849 -2.8299 1.0317
H 3.5768 -1.9573 1.9833
H -3.0883 3.5839 1.6174
C -6.6894 -1.1521 -0.8941
H 0.3020 -1.4972 0.1338
C 3.6630 -1.1524 -0.7745
C 0.2294 1.3099 -0.1331
C -4.9413 -0.2818 0.0881
H 6.3637 -1.5128 -0.4683
C 4.5419 -0.7530 0.4446
N -4.0046 0.5412 0.6758
H 3.1175 0.4933 1.5321
O -5.0482 2.5496 0.4181
H 4.1680 1.3943 0.4403
H -8.5839 -2.1029 -0.8668
H 1.9367 -2.2019 -1.4424
H -7.7552 -2.1653 -2.4192
H -3.1637 0.0761 1.0233
H 6.6340 -0.2971 0.7766
C 2.1812 0.8022 -1.2418
H 6.0600 0.1895 -0.8112
N -1.6817 2.4198 0.6686
S 1.8890 2.4357 -1.7775
C -4.1092 1.8883 0.7879
O -5.7913 -2.1152 -0.6229
H 5.2879 -1.6654 2.2524
H 3.1251 -0.3744 -2.7128
C -6.2069 0.0498 -0.4645
C 0.4518 2.5052 -0.8231
C 1.2839 -1.0254 0.2165
N -0.3550 3.5776 -0.7430
H -6.6513 1.0190 -0.5197
H 1.4893 -0.9355 1.2863
H 2.5243 -2.7791 0.1073
C 5.9867 -0.5823 -0.0493
C -7.9593 -1.5357 -1.5557
C -2.8825 2.5227 1.4720
N -1.3716 3.5203 -0.0168
C 4.1212 0.5524 1.1254
C 1.2274 0.3377 -0.3845
C 4.5409 -1.8740 1.4898
N -4.7092 -1.5703 -0.0149
H -8.4939 -0.6448 -1.8697
H 4.8010 0.7589 1.9500
H 4.2175 0.6790 -1.8354
C -0.9487 1.2284 0.6875
H -2.7044 2.0207 2.4275
H 4.2711 -1.8655 -1.3442

Results of the natural (NBO) charge analysis, in e, for atoms 1 through 6: -0.39, -0.45, -0.65, 0.21, 0.21, 0.26